[1]
Computed, not measured: C18H74N2O21Y as an isolated structure, with wB97M-V/def2-TZVPD.

Each line ends with the Löwdin charge.
Cartesian coordinates (Å):
Y (-2.76, 2.35, 0.62)  1.79
C (-0.25, 0.04, -1.53)  -0.04
C (0.11, -0.76, -0.27)  -0.47
C (1.61, -1.07, -0.47)  -0.14
C (2.25, -1.64, 0.77)  -0.17
C (2.14, -0.59, 1.88)  -0.11
C (0.66, -0.21, 2.17)  -0.46
N (-0.10, 0.08, 0.93)  -0.14
O (-1.48, 0.27, 1.17)  -0.31
C (0.77, 1.05, 3.08)  -0.01
C (0.05, -1.35, 2.99)  -0.02
C (-0.66, -2.09, -0.29)  0.00
H (-1.34, 0.18, -1.52)  0.07
H (-0.05, -0.57, -2.40)  0.06
H (0.37, 0.93, -1.65)  0.06
H (2.19, -0.22, -0.82)  0.11
H (1.74, -1.87, -1.21)  0.11
H (3.29, -1.85, 0.48)  0.12
H (1.85, -2.59, 1.14)  0.10
H (2.81, 0.27, 1.83)  0.10
H (2.52, -1.14, 2.75)  0.11
H (1.13, 1.87, 2.45)  0.08
H (1.44, 0.88, 3.92)  0.09
H (-0.22, 1.31, 3.45)  0.04
H (-0.96, -1.14, 3.30)  0.04
H (0.65, -1.72, 3.82)  0.09
H (-0.05, -2.22, 2.33)  0.07
H (-1.67, -2.00, 0.10)  0.06
H (-0.09, -2.90, 0.16)  0.07
H (-0.85, -2.40, -1.33)  0.08
C (-0.39, 3.12, -3.37)  -0.01
C (-1.60, 4.05, -3.39)  -0.50
C (-1.91, 4.71, -4.74)  -0.13
C (-2.53, 3.80, -5.79)  -0.17
C (-3.80, 3.14, -5.23)  -0.14
C (-3.50, 2.37, -3.92)  -0.51
N (-2.80, 3.26, -3.04)  -0.15
O (-2.99, 3.00, -1.71)  -0.34
C (-2.78, 1.05, -4.26)  -0.03
C (-4.89, 1.99, -3.37)  -0.04
C (-1.46, 5.18, -2.37)  -0.04
H (-0.33, 2.68, -2.38)  0.03
H (0.53, 3.67, -3.60)  0.09
H (-0.48, 2.38, -4.15)  0.08
H (-0.97, 5.07, -5.17)  0.13
H (-2.57, 5.56, -4.58)  0.12
H (-1.88, 3.04, -6.23)  0.11
H (-2.85, 4.46, -6.61)  0.11
H (-4.19, 2.43, -5.97)  0.12
H (-4.59, 3.87, -5.11)  0.12
H (-2.05, 1.13, -5.08)  0.07
H (-3.47, 0.29, -4.63)  0.09
H (-2.21, 0.63, -3.43)  0.06
H (-4.76, 1.25, -2.58)  0.05
H (-5.58, 1.61, -4.13)  0.09
H (-5.44, 2.83, -2.95)  0.09
H (-2.34, 5.82, -2.36)  0.09
H (-0.62, 5.84, -2.61)  0.09
H (-1.28, 4.82, -1.36)  0.04
O (3.21, 2.12, -1.84)  -0.03
H (3.49, 2.85, -2.42)  0.08
H (2.37, 2.41, -1.48)  0.03
O (4.28, -0.24, -2.92)  -0.06
H (3.91, -0.99, -2.44)  0.01
H (3.76, 0.52, -2.61)  -0.02
O (4.10, 1.72, 3.78)  -0.07
H (3.97, 0.79, 3.96)  -0.01
H (4.38, 1.76, 2.85)  -0.01
O (-4.08, 0.56, -0.21)  -0.10
H (-4.07, -0.07, -0.95)  0.10
H (-4.42, 0.04, 0.55)  0.09
O (-2.42, 0.39, 4.02)  -0.04
H (-3.11, 0.76, 3.49)  0.02
H (-1.83, -0.03, 3.36)  -0.01
O (-2.27, -3.34, 3.67)  -0.07
H (-2.67, -3.79, 4.43)  0.06
H (-1.52, -3.92, 3.41)  0.00
O (-1.63, 3.03, 2.60)  -0.12
H (-0.80, 3.53, 2.65)  0.10
H (-1.83, 2.77, 3.51)  0.09
O (0.23, -6.10, 0.22)  -0.05
H (0.43, -6.19, -0.72)  0.06
H (-0.67, -5.72, 0.23)  0.04
O (4.76, -1.46, 4.40)  -0.05
H (5.36, -2.21, 4.31)  0.05
H (5.24, -0.71, 4.03)  0.03
O (1.18, -2.02, 6.45)  -0.04
H (2.14, -1.97, 6.36)  0.06
H (0.94, -2.91, 6.17)  0.04
O (0.90, -2.39, -3.65)  -0.05
H (0.28, -1.88, -3.12)  -0.03
H (0.93, -1.94, -4.50)  0.05
O (-0.06, -4.95, 3.03)  -0.04
H (0.33, -5.69, 3.52)  0.07
H (-0.06, -5.24, 2.11)  0.02
O (5.97, -2.78, -1.39)  -0.07
H (6.40, -3.29, -2.09)  0.03
H (5.07, -3.13, -1.33)  -0.02
O (-1.42, -0.83, 6.43)  -0.07
H (-0.60, -1.33, 6.24)  -0.02
H (-1.72, -0.51, 5.56)  -0.02
O (-4.08, -2.97, 1.41)  -0.07
H (-3.99, -3.25, 2.34)  0.02
H (-3.18, -2.98, 1.08)  -0.01
O (3.59, -4.21, -1.01)  -0.04
H (2.74, -3.96, -0.61)  0.03
H (3.35, -4.55, -1.88)  0.07
O (2.75, -4.72, 4.34)  -0.05
H (2.24, -4.84, 5.14)  0.03
H (2.15, -4.29, 3.72)  0.01
O (-0.51, 2.69, 0.02)  -0.15
H (0.05, 3.35, -0.42)  0.07
H (0.03, 1.86, 0.09)  0.05
O (4.88, 1.89, 1.09)  -0.04
H (5.76, 2.25, 0.92)  0.07
H (4.35, 2.16, 0.33)  0.03

Computed properties:
Charge: +1
Spin multiplicity: 1
Orbital gap: 0.1742 Eh
Lowest unoccupied orbital energy: -4.559 eV
HOMO energy: -0.34169 hartree
M: 743.689 g/mol

=====

[2]
Computed, not measured: C18H7Br4N3O4Pt as an isolated structure, with wB97M-V/def2-TZVPD.

Each line ends with the Löwdin charge.
Cartesian coordinates (Å):
Pt (-0.92, 0.32, 0.64)  1.09
Br (-7.49, 1.80, 2.70)  0.72
C (-5.61, 1.70, 2.58)  -0.76
C (-4.82, 2.34, 3.54)  -0.76
Br (-5.63, 3.30, 4.94)  0.72
C (-3.44, 2.26, 3.47)  -0.64
Br (-2.33, 3.11, 4.74)  0.77
C (-2.81, 1.55, 2.43)  -0.43
O (-1.53, 1.45, 2.32)  -0.21
C (-3.63, 0.90, 1.44)  -0.44
O (-3.04, 0.26, 0.49)  -0.21
C (-5.02, 0.99, 1.55)  -0.64
Br (-6.04, 0.11, 0.23)  0.77
O (5.02, -1.82, -3.78)  0.10
N (4.59, -0.79, -3.31)  -0.34
O (5.01, 0.32, -3.58)  0.09
C (3.52, -0.91, -2.36)  -0.08
C (3.47, -2.06, -1.63)  0.08
C (2.48, -2.27, -0.64)  -0.12
C (2.44, -3.41, 0.18)  0.02
C (1.45, -3.53, 1.12)  -0.02
C (0.50, -2.51, 1.23)  -0.09
N (0.52, -1.42, 0.48)  -0.02
C (1.49, -1.28, -0.44)  -0.14
C (1.52, -0.09, -1.24)  -0.14
N (0.53, 0.80, -1.04)  -0.02
C (0.49, 1.91, -1.75)  -0.09
C (1.46, 2.22, -2.70)  -0.01
C (2.49, 1.33, -2.93)  0.03
C (2.54, 0.13, -2.19)  -0.05
H (4.20, -2.83, -1.82)  0.14
H (3.19, -4.18, 0.06)  0.12
H (1.39, -4.38, 1.78)  0.11
H (-0.30, -2.58, 1.95)  0.12
H (-0.33, 2.59, -1.55)  0.12
H (1.39, 3.14, -3.25)  0.12
H (3.25, 1.54, -3.66)  0.11

Computed properties:
Charge: 0
Spin multiplicity: 1
Orbital gap (spin up / spin down): 0.2020 / 0.2026 Eh
Lowest unoccupied orbital energy (spin up / spin down): -1.911 / -1.912 eV
HOMO energy (spin up / spin down): -0.27228 / -0.27287 hartree
M: 843.965 g/mol

=====

[3]
Computed, not measured: C18H8BrN7O10Tc as an isolated structure, with wB97M-V/def2-TZVPD.

Each line ends with the Löwdin charge.
Cartesian coordinates (Å):
Tc (1.51, 0.52, -0.03)  1.74
Br (-0.60, -2.84, 0.94)  -0.33
C (1.80, -2.04, -1.32)  -0.25
C (2.25, -3.35, -1.51)  0.05
C (3.08, -3.89, -0.54)  0.01
C (3.56, -3.09, 0.50)  0.06
C (3.07, -1.81, 0.61)  -0.13
N (2.12, -1.36, -0.21)  -0.02
C (3.72, -0.62, 1.35)  -0.53
O (4.58, -0.78, 2.17)  0.15
O (3.29, 0.48, 0.83)  -0.15
H (1.99, -3.91, -2.39)  0.11
H (3.44, -4.90, -0.65)  0.13
H (4.32, -3.43, 1.19)  0.14
O (-0.25, 1.72, 3.42)  0.10
C (-0.22, 1.14, 2.35)  -0.58
O (0.83, 0.56, 1.87)  -0.14
C (-1.49, 1.02, 1.53)  -0.04
C (-2.68, 1.37, 2.13)  0.09
C (-3.89, 1.20, 1.44)  -0.12
C (-3.92, 0.63, 0.18)  0.11
C (-2.73, 0.27, -0.43)  -0.05
C (-1.47, 0.52, 0.19)  -0.28
O (-0.39, 0.34, -0.46)  -0.21
N (-2.79, -0.36, -1.73)  -0.31
O (-1.78, -0.90, -2.14)  0.05
O (-3.83, -0.32, -2.32)  0.11
N (-5.13, 1.62, 2.05)  -0.37
O (-5.06, 2.20, 3.11)  0.09
O (-6.15, 1.37, 1.46)  0.09
H (-2.67, 1.76, 3.13)  0.14
H (-4.87, 0.47, -0.32)  0.14
O (1.52, 0.10, -2.03)  -0.17
N (1.25, -1.17, -2.26)  -0.03
C (0.53, -1.51, -3.34)  -0.14
C (0.14, -0.49, -4.23)  -0.13
N (-0.16, 0.33, -4.97)  0.26
C (0.10, -2.81, -3.61)  -0.14
N (-0.24, -3.87, -3.90)  0.27
C (1.19, 4.72, 1.56)  0.00
C (1.23, 3.50, 0.84)  -0.12
N (1.27, 2.52, 0.25)  0.09
H (1.69, 4.57, 2.52)  0.11
H (0.16, 5.02, 1.75)  0.11
H (1.71, 5.51, 1.01)  0.10

Computed properties:
Charge: 0
Spin multiplicity: 2
Orbital gap (spin up / spin down): 0.1476 / 0.1233 Eh
Lowest unoccupied orbital energy (spin up / spin down): -3.843 / -4.168 eV
HOMO energy (spin up / spin down): -0.28887 / -0.27650 hartree
ΔE to the lowest compared entry with this formula, charge and spin: 0.702 eV
M: 660.205 g/mol

=====

[4]
Computed, not measured: C18H9BaF6IN4O8S4 as an isolated structure, with wB97M-V/def2-TZVPD.

Each line ends with the Löwdin charge.
Cartesian coordinates (Å):
Ba (-0.24, 1.16, -0.09)  2.02
O (-2.82, -2.95, 2.53)  0.10
C (-2.69, -1.80, 1.83)  -0.47
O (-2.36, -0.76, 2.34)  0.12
C (-3.05, -1.95, 0.39)  -0.18
C (-4.13, -2.72, -0.03)  -0.01
C (-4.45, -2.70, -1.38)  -0.06
C (-3.66, -1.97, -2.25)  0.01
C (-2.56, -1.28, -1.74)  -0.17
N (-2.28, -1.27, -0.44)  0.18
C (-1.52, -0.59, -2.63)  -0.77
O (-2.16, -0.23, -3.87)  -0.03
O (-0.92, 0.45, -2.06)  -0.63
H (-2.45, -2.78, 3.41)  0.13
H (-4.69, -3.30, 0.68)  0.11
H (-5.29, -3.27, -1.75)  0.10
H (-3.87, -1.92, -3.31)  0.11
H (-1.71, 0.59, -4.12)  0.07
S (1.08, -1.42, -0.15)  0.36
C (2.57, -1.37, 0.77)  -0.71
C (3.78, -1.58, 0.11)  -0.09
C (5.01, -1.52, 0.77)  -0.23
C (6.23, -1.82, 0.10)  -0.23
N (7.23, -2.08, -0.42)  0.11
C (5.03, -1.16, 2.13)  -0.23
C (3.83, -1.01, 2.82)  -0.10
C (2.58, -1.17, 2.20)  -0.81
S (1.16, -1.17, 3.15)  0.43
C (6.26, -0.96, 2.83)  -0.22
N (7.23, -0.77, 3.42)  0.11
H (3.75, -1.81, -0.95)  0.09
H (3.86, -0.76, 3.87)  0.09
F (-1.22, 4.73, -2.59)  0.11
C (-1.25, 3.41, -2.31)  -0.65
F (-0.09, 2.93, -2.75)  0.12
F (-2.23, 2.89, -3.05)  0.15
S (-1.68, 3.31, -0.47)  0.51
O (-2.29, 2.06, -0.18)  -0.48
O (-2.47, 4.49, -0.33)  -0.23
N (-0.22, 3.39, 0.12)  -0.54
S (-0.37, 3.05, 1.65)  0.48
O (0.13, 1.76, 1.96)  -0.55
O (-1.60, 3.50, 2.22)  -0.23
C (0.94, 4.17, 2.32)  -0.66
F (0.94, 4.13, 3.65)  0.16
F (2.14, 3.82, 1.88)  0.15
F (0.71, 5.43, 1.95)  0.13
I (1.34, -0.76, -3.43)  0.83
C (-0.50, -1.73, -2.95)  -0.53
H (-0.27, -2.32, -2.06)  -0.02
H (-0.79, -2.34, -3.80)  0.05

Computed properties:
Charge: -2
Spin multiplicity: 1
Orbital gap: 0.1761 Eh
Lowest unoccupied orbital energy: 3.924 eV
HOMO energy: -0.03188 hartree
ΔE to the lowest compared entry with this formula, charge and spin: 9.004 eV
M: 915.778 g/mol

=====

Calculated E_tot (Eh), listed in the same order as above: -2457.8301, -11570.5743, -4480.9472, -4027.3812